# 1
Computed, not measured: a cluster of 10 separate species, C19H57NO13 in total in a non-equilibrium geometry, with the ωB97M-V functional and the def2-TZVPD basis.

Positions of all 90 atoms, in Å:
C -36.00747 -22.63896 62.68830
O -35.94153 -21.76770 63.72790
C -35.36281 -20.53197 63.36338
C -35.13351 -19.64083 64.64858
N -34.07428 -18.57030 64.44978
H -33.18050 -19.04658 64.11996
H -34.39454 -18.01972 63.70097
C -33.79159 -17.87433 65.65434
C -32.71565 -16.81946 65.36690
O -32.32172 -16.06598 66.51446
C -31.36072 -15.07424 66.36319
H -36.87803 -23.51957 62.84747
H -35.20420 -23.16523 62.48665
H -36.45313 -22.03754 61.82368
H -35.76807 -19.96589 62.58263
H -34.35511 -20.87969 62.96397
H -34.79031 -20.21397 65.46255
H -36.07407 -19.32879 64.90745
H -33.60598 -18.42776 66.45720
H -34.67932 -17.52963 66.12284
H -33.02556 -16.14027 64.52344
H -32.03436 -17.36346 65.05849
H -31.71321 -14.37161 65.49465
H -30.52731 -15.50469 65.86129
H -31.57030 -14.61126 67.39703
C -31.75139 -19.34091 62.34289
O -32.76768 -18.44365 61.85148
O -30.53896 -19.52027 61.94499
O -32.04480 -19.92323 63.41304
H -30.56103 -19.07722 61.14320
C -35.82223 -19.35005 58.19065
C -35.11568 -18.60628 59.35094
O -34.00468 -19.41467 59.81105
H -35.34192 -19.41756 57.20500
H -36.68112 -18.70117 58.26416
H -35.91486 -20.36303 58.51461
H -35.80851 -18.33128 60.31567
H -34.69445 -17.72790 59.00887
H -33.28386 -19.04270 60.25718
C -28.03287 -16.14487 59.94080
C -27.74776 -17.61753 60.28818
O -26.35724 -17.67447 60.58623
H -29.05469 -16.05794 59.62478
H -27.41259 -16.03874 59.13395
H -27.71409 -15.37527 60.74752
H -27.90979 -18.37105 59.39808
H -28.15633 -17.98323 61.21312
H -26.07723 -18.44676 60.59320
C -32.16586 -23.81228 60.42945
C -32.48786 -22.30152 60.47359
O -33.65541 -21.95909 59.78638
H -32.99287 -24.31206 60.80750
H -31.38395 -24.26255 60.99484
H -31.97909 -24.14713 59.20721
H -31.79397 -21.91885 59.78136
H -32.18074 -22.02343 61.58867
H -33.78198 -21.04202 59.73719
C -28.85002 -22.96125 63.57128
C -28.22426 -22.33731 62.33054
O -29.25507 -21.97695 61.42117
H -28.02497 -23.36855 64.23902
H -29.21300 -23.90013 63.28514
H -29.58285 -22.33588 64.00697
H -27.25045 -22.79201 61.91735
H -27.68665 -21.51913 62.87310
H -29.84044 -21.10767 61.59824
C -31.15942 -15.41100 62.42682
O -32.49456 -15.49607 61.94702
H -30.98098 -16.32866 62.78332
H -31.37134 -14.40986 63.04678
H -30.39188 -15.04067 61.76389
H -32.60903 -16.35305 61.68584
C -30.95645 -20.46289 66.51335
O -32.17396 -20.73582 65.88140
H -30.29216 -19.98237 66.02625
H -30.59069 -21.24106 66.96134
H -31.27010 -19.67353 67.16547
H -32.13656 -20.34949 65.09007
C -30.41415 -19.76641 58.02593
O -30.54036 -18.84253 59.04132
H -30.15880 -20.65750 58.26964
H -29.74574 -19.35376 57.23002
H -31.28654 -20.05460 57.70211
H -31.55244 -18.83027 59.11098
C -28.12810 -18.90342 64.25672
O -27.75856 -18.52617 65.48023
H -28.85914 -19.46575 64.41007
H -27.21359 -19.12253 63.53793
H -28.39526 -17.89641 63.54466
H -27.23676 -19.34838 65.96965

Cartesian forces (eV/Å) of the 6 atoms listed first:
C -7.955 0.259 -1.434
O -0.800 1.589 2.286
C 4.451 -1.615 1.606
C 1.745 -1.851 -2.259
N -1.049 -2.961 0.373
H -0.450 -0.273 -0.671

For the strongest force on any atom, the calculation gives 11.87 eV/Å. The value obtained for the energy relative to the best compared isomer or geometry (same formula, charge and spin) is 79.32 kcal per mole. The value obtained for the HOMO-LUMO gap is 9.77 eV.


# 2
Computed, not measured: the ion C8H9N2O with charge +1 in a non-equilibrium geometry, with the ωB97M-V functional and the def2-TZVPD basis.

Positions of all 20 atoms, in Å:
C 3.23619 0.15909 -0.01944
C 1.81486 -0.11287 0.07383
C 1.18380 -1.31347 0.31250
C -0.23908 -1.03913 0.20139
N -1.39756 -1.84921 0.28816
C -2.58674 -1.30983 0.10354
C -2.69039 0.10042 -0.13859
C -1.62481 0.93258 -0.19434
N -1.95746 2.24444 -0.45550
C -0.33261 0.36042 -0.00397
O 0.93146 0.94094 -0.10266
H 3.62315 1.21222 0.27677
H 3.78045 -0.69880 0.41137
H 3.47509 0.12492 -1.06109
H 1.69357 -2.26060 0.17525
H -1.20266 -2.84961 0.57414
H -3.54868 -1.90807 0.20107
H -3.79652 0.42154 -0.15040
H -2.85031 2.61106 -0.08688
H -1.27966 3.03235 -0.31335

Cartesian forces (eV/Å) of the 6 atoms listed first:
C 1.536 1.145 0.162
C -1.540 0.046 0.763
C -0.687 0.544 -1.216
C 0.007 0.853 0.088
N 3.408 -0.883 0.491
C -1.972 2.212 -0.072

For the strongest force on any atom, the calculation gives 5.92 eV/Å. The value obtained for the energy relative to the best compared isomer or geometry (same formula, charge and spin) is 0.00 kcal per mole. The value obtained for the HOMO-LUMO gap is 9.09 eV. Its net charge is +1.


# 3
Computed, not measured: an isolated molecule of C5H9NO in a non-equilibrium geometry, with the ωB97M-V functional and the def2-TZVPD basis.

Positions of all 16 atoms, in Å:
C 2.15264 -0.18982 0.19534
C 0.81587 0.55676 0.39522
C -0.22126 0.27569 -0.70970
O -0.43803 -1.13916 -1.01288
C -1.98427 -0.22250 -0.26856
C -2.23348 0.74036 0.73270
N -2.40871 1.53017 1.55525
H 2.61774 0.07543 -0.76080
H 2.86428 0.06064 0.99347
H 2.03210 -1.28015 0.21829
H 1.03205 1.63435 0.44476
H 0.39768 0.29735 1.37224
H 0.23033 0.66792 -1.67130
H -0.00921 -1.71334 -0.39091
H -2.33938 -1.24412 0.10562
H -2.50834 -0.04958 -1.19872

Cartesian forces (eV/Å) of the 6 atoms listed first:
C -0.135 -0.039 -0.139
C -0.502 -0.101 0.166
C -1.120 -2.742 0.490
O 3.239 -2.247 -2.209
C -0.102 2.579 0.132
C -1.530 1.402 1.037

For the strongest force on any atom, the calculation gives 4.52 eV/Å. The value obtained for the energy relative to the best compared isomer or geometry (same formula, charge and spin) is 116.96 kcal per mole. The value obtained for the HOMO-LUMO gap is 9.25 eV.


# 4
Computed, not measured: a cluster of 2 separate species, C5H9N2S2 in total in a non-equilibrium geometry, with the ωB97M-V functional and the def2-TZVPD basis.

Positions of all 18 atoms, in Å:
C -1.42810 2.35409 -0.30537
C -0.05763 2.42498 -0.59609
C -2.01249 1.13793 0.07387
C 0.69906 1.31158 -0.60985
C -1.09925 0.03071 0.18234
N 1.39051 -2.18453 -0.14808
N 0.10910 0.19119 -0.16097
S -1.81301 -1.94260 0.79687
S 2.88309 -1.83242 0.70716
H -2.06246 3.14693 -0.36150
H 0.37609 3.39914 -0.73148
H -3.12955 0.98418 0.06551
H 1.76095 1.37408 -0.58220
H 0.79966 -2.58668 0.49511
H -2.28230 -1.58267 2.03577
H 1.66237 -2.55437 -1.04203
H 0.63941 -0.67596 -0.19497
H 3.56455 -2.99556 0.37591

Cartesian forces (eV/Å) of the 6 atoms listed first:
C 0.759 -3.453 0.477
C -0.863 1.369 0.108
C 0.289 -1.046 -0.774
C -0.434 0.739 1.487
C -5.709 -0.999 1.328
N 2.875 2.449 -0.604

For the strongest force on any atom, the calculation gives 5.95 eV/Å. The value obtained for the energy relative to the best compared isomer or geometry (same formula, charge and spin) is 63.42 kcal per mole. The value obtained for the HOMO-LUMO gap is 8.73 eV. Its net charge is +1.


# 5
Computed, not measured: a structure of composition C43H29BiI2N4OP2Se2, with the ωB97M-V functional and the def2-TZVPD basis.

Positions of all 84 atoms, in Å:
Bi -2.09524 -2.99833 -0.22732
I -3.48585 -5.68952 -4.74820
C -4.30326 -3.92272 -4.01495
C -5.30275 -3.25959 -4.74713
C -5.88433 -2.11532 -4.27422
I -7.39099 -1.21501 -5.41146
C -5.47145 -1.56978 -3.03444
C -6.02641 -0.42854 -2.41509
C -5.57807 -0.01175 -1.19421
C -4.52528 -0.70246 -0.58337
N -3.96942 -1.75357 -1.14407
C -4.43739 -2.22747 -2.33286
C -3.84362 -3.45383 -2.79146
O -2.95479 -4.05573 -2.06257
H -5.62213 -3.67502 -5.69415
H -6.82212 0.10742 -2.91580
H -6.00066 0.85628 -0.70716
H -4.12151 -0.37203 0.36527
Se 1.17871 2.45653 3.48449
P 0.68361 2.44124 1.44221
C -0.33194 3.87763 0.98020
C -0.14846 4.55426 -0.22004
C -0.96378 5.63137 -0.54107
C -1.96731 6.02875 0.32951
C -2.15074 5.35580 1.53165
C -1.33001 4.28794 1.86102
C 2.11314 2.48269 0.32944
C 1.99210 2.11333 -1.00823
C 3.08804 2.21343 -1.85388
C 4.30798 2.66191 -1.36389
C 4.43016 3.02452 -0.02913
C 3.33250 2.94120 0.81773
C -0.30393 1.03959 0.83330
C -0.48358 -0.29943 1.16528
N -1.42865 -0.76425 0.30799
N -1.79324 0.21716 -0.51023
N -1.14241 1.30715 -0.20344
P 0.37497 -1.36985 2.32793
Se 0.20522 -3.44025 1.84377
C -0.27208 -1.04467 3.97780
C 0.15167 -1.87203 5.02050
C -0.32537 -1.66269 6.30431
C -1.24785 -0.64994 6.54336
C -1.69217 0.15109 5.50271
C -1.19924 -0.03852 4.21880
C 2.10221 -0.87549 2.19154
C 2.89082 -0.55342 3.28804
C 4.22974 -0.24397 3.09734
C 4.77191 -0.24293 1.81948
C 3.98380 -0.56842 0.72219
C 2.65061 -0.89360 0.90768
H 0.62416 4.24127 -0.90999
H -0.81615 6.15782 -1.47578
H -2.60142 6.86979 0.07505
H -2.92685 5.67133 2.21822
H -1.44408 3.78028 2.81171
H 1.03713 1.77052 -1.39085
H 2.98840 1.94417 -2.89843
H 5.16304 2.73530 -2.02671
H 5.38123 3.37303 0.35532
H 3.41873 3.20322 1.86499
H 0.83556 -2.68680 4.81487
H 0.00538 -2.29927 7.11555
H -1.62755 -0.49358 7.54615
H -2.41438 0.93620 5.69092
H -1.53453 0.59429 3.40981
H 2.46049 -0.51612 4.27983
H 4.84481 0.01721 3.94932
H 5.81458 0.01520 1.67675
H 4.40443 -0.57328 -0.27711
H 2.03303 -1.17529 0.05918
C -0.43754 -2.77143 -1.60179
C 0.60323 -2.71284 -2.21464
C 1.86513 -2.70352 -2.90794
C 2.33032 -3.86754 -3.52663
C 3.56053 -3.87338 -4.16662
C 4.33842 -2.72271 -4.19654
C 3.87903 -1.56266 -3.58719
C 2.64886 -1.55051 -2.94699
H 1.71421 -4.75730 -3.49933
H 3.91329 -4.77864 -4.64554
H 5.30135 -2.73074 -4.69413
H 4.48334 -0.66415 -3.61214
H 2.28265 -0.64905 -2.47442

Cartesian forces (eV/Å) of the 6 atoms listed first:
Bi -0.062 -0.152 -0.346
I -0.029 0.040 -0.007
C 0.111 -0.094 0.058
C 0.014 0.025 0.068
C -0.065 0.010 -0.096
I 0.037 -0.013 0.038

For the strongest force on any atom, the calculation gives 0.39 eV/Å. The value obtained for the HOMO-LUMO gap is 7.31 eV.


# 6
Computed, not measured: a structure of composition C14H35N2O8PS2, with the ωB97M-V functional and the def2-TZVPD basis.

Positions of all 62 atoms, in Å:
O -3.41979 -2.47730 3.74041
S -2.44596 -2.06722 2.78551
O -2.79975 -1.42034 1.58010
O -1.30281 -1.25750 3.53637
C -0.60837 -2.23370 4.33543
C -0.45132 -3.43981 3.38502
P -0.53269 -5.09591 4.19403
S 0.34833 -6.52944 3.25670
O -1.52256 -3.32226 2.43233
H -1.22854 -2.47234 5.20192
H 0.33537 -1.79049 4.63734
H 0.48513 -3.41859 2.82320
H -0.05428 -4.79740 5.48253
H -1.91513 -5.19548 4.41282
C 0.66118 -0.80910 -5.57877
O -0.53319 -1.53869 -5.41078
C -0.48711 -2.56772 -4.43233
C -1.28683 -2.21618 -3.19774
N -0.67102 -1.13201 -2.45161
C -1.46968 -0.58553 -1.35923
C -2.84963 -0.01353 -1.65563
O -2.84293 1.20332 -2.37996
C -2.68386 1.07687 -3.77661
H 0.56367 -0.24086 -6.50228
H 0.84968 -0.10586 -4.75877
H 1.52654 -1.47424 -5.66360
H 0.55224 -2.78708 -4.16562
H -0.92035 -3.46393 -4.88357
H -1.33016 -3.10429 -2.55772
H -2.31489 -1.99753 -3.51772
H -0.41248 -0.39084 -3.08830
H -0.88176 0.21316 -0.90253
H -1.59057 -1.36698 -0.60296
H -3.31003 0.21850 -0.69345
H -3.49951 -0.74232 -2.15695
H -3.21864 0.20391 -4.16458
H -1.63445 0.99897 -4.07796
H -3.10131 1.97448 -4.23173
C 2.17473 1.99439 4.09662
O 2.21762 1.15800 2.96199
C 0.97298 0.96389 2.29979
C 0.89014 1.71188 0.98987
N 0.83486 3.14928 1.19273
C 0.91392 3.95848 -0.01645
C 2.12228 3.80561 -0.93326
O 3.33471 4.31382 -0.41146
C 4.01181 3.46209 0.48782
H 3.11127 1.85577 4.63445
H 2.07783 3.05553 3.84110
H 1.34316 1.72816 4.75790
H 0.14634 1.25309 2.95760
H 0.88470 -0.10670 2.09538
H -0.02820 1.39672 0.48586
H 1.73342 1.38918 0.36391
H 1.55591 3.43098 1.84210
H 0.86074 5.00683 0.28631
H 0.01881 3.75741 -0.61624
H 1.91981 4.39607 -1.82964
H 2.26360 2.76580 -1.25588
H 3.93885 2.41394 0.18013
H 3.63766 3.54819 1.51272
H 5.06053 3.75682 0.48334

Cartesian forces (eV/Å) of the 6 atoms listed first:
O 0.073 0.101 -0.170
S -0.202 -0.229 -0.003
O 0.004 0.114 0.194
O -0.056 0.002 -0.022
C -0.035 0.004 -0.072
C 0.152 0.063 0.043

For the strongest force on any atom, the calculation gives 0.33 eV/Å. The value obtained for the HOMO-LUMO gap is 8.78 eV.